Here is a cluster of 6 separate species, C43H43Br2F5N2O4S2 in total in a non-equilibrium geometry from the OMol25 dataset. Energies are from ωB97M-V/def2-TZVPD.

total charge	0
structure (SMILES)	C[C@@H](Br)[C@@H](Br)[C@@]1(N)OS(=O)(=O)O[C@@]1(CCCS)c1ccccn1.Fc1ccccc1.Fc1ccccc1.Fc1ccccc1.Fc1ccccc1.Fc1ccccc1
HOMO energy	-9.097	eV

Each line ends with the Mulliken charge.
Atoms and positions in Å:
H: 6.0607 -4.9293 -5.0129  0.396
F: -2.7938 4.5454 -0.5710  -0.199
H: -0.3344 9.0524 0.1074  0.385
C: -7.0016 4.6327 0.4028  0.207
C: 8.4447 -3.8534 -7.1200  0.402
C: -2.1281 6.2825 0.8617  -0.117
C: 1.5288 -0.5362 3.2597  1.284
C: -1.5117 -3.6319 1.6607  -0.713
O: 2.1828 1.4133 0.4601  -0.665
F: -2.5533 0.2853 -0.2515  -0.247
H: 5.1939 -2.5131 3.9200  0.453
H: -1.6022 5.8521 -2.4594  0.424
H: -0.4279 8.0232 -2.1364  0.370
N: -0.6099 -2.6664 1.4885  -0.222
H: -1.4398 0.3957 1.6259  -0.077
H: 6.6631 -4.9909 -7.4255  0.434
C: -6.1165 -0.2445 -0.5295  -0.341
C: -4.9035 0.4212 -0.4221  -0.474
C: -2.4189 -2.6478 3.6247  -0.843
H: -6.9335 6.5211 -2.9278  0.383
C: 3.6357 -5.6257 -3.6032  0.197
F: -7.0236 3.9661 1.5761  -0.315
H: 4.1465 -3.6576 -4.2583  0.602
H: -0.8717 1.4429 3.9241  0.600
C: 7.7743 -3.7687 -4.4563  -0.661
C: -1.5576 6.3269 -1.4886  -0.644
H: -3.1035 -2.6246 4.4594  0.472
H: 4.3058 -0.9782 4.0915  0.378
H: -2.8225 -2.2451 -0.3217  0.528
H: 3.1271 -7.5186 -2.7565  0.434
C: 3.6456 -4.6289 -1.0426  0.084
O: 3.5323 -0.6171 0.4729  -0.577
Br: 3.4897 -4.3761 2.7962  -0.130
O: 1.1765 -0.8184 0.9954  -0.397
H: 5.1644 -1.3270 2.6132  0.272
C: -1.8083 2.7344 2.5334  -0.346
C: -8.0660 5.4497 0.0797  -0.498
C: -2.1564 5.7285 -0.4002  0.373
H: -4.8475 1.5004 -0.3969  0.510
C: -0.6224 -1.6796 2.3779  0.441
S: -2.2828 3.9076 3.8319  -0.231
H: -1.4212 7.9301 2.0264  0.382
H: 3.1415 -6.6203 -0.4318  0.389
C: 2.0106 -2.0495 3.4871  -0.885
C: -3.7529 -0.3334 -0.3508  0.184
H: -2.6621 2.0870 2.3432  0.311
H: -0.0568 1.2184 0.9936  0.781
C: -1.5105 -1.6198 3.4466  -0.361
H: -1.8257 3.3058 4.9335  0.105
C: 0.3724 -0.5513 2.2071  0.023
N: 1.3077 0.1162 4.5182  -0.415
H: -1.5654 3.3158 1.6484  0.224
H: 0.3585 0.0151 4.8447  0.347
H: -8.8985 5.5447 0.7634  0.434
C: -1.4614 7.4853 1.0415  -0.548
C: -4.9805 -2.3653 -0.4829  -0.562
H: -7.0325 0.3274 -0.5923  0.421
C: 7.2879 -4.4809 -6.7050  -0.642
F: 3.6366 -6.1138 -4.8644  -0.352
H: 3.6468 -4.2428 -0.0328  -0.045
C: -8.0325 6.1322 -1.1277  -0.317
C: 3.9262 -4.2910 -3.4096  -0.301
H: 1.2437 -2.7140 3.1161  0.482
O: 2.5103 0.2840 2.5915  -0.522
C: 4.5791 -1.7817 3.4117  -1.324
C: 3.3258 -2.4044 2.8032  0.695
H: 1.4808 1.1065 4.3985  0.333
C: -0.8509 8.1132 -0.0352  -0.528
S: 2.4376 0.1214 0.9893  1.339
Br: 2.1369 -2.5106 5.3799  0.026
C: -3.7616 -1.7125 -0.3772  -0.220
C: 8.9306 -3.1439 -4.9021  -0.236
C: -5.9148 4.4725 -0.4317  -0.096
H: -8.8551 6.7813 -1.3961  0.366
H: 4.1476 -2.7471 -1.9429  0.498
C: -6.9523 5.9870 -1.9876  -0.587
H: 0.2621 2.4519 3.0389  0.310
H: -7.1079 -2.1417 -0.6444  0.380
H: -3.1059 -4.5130 2.7829  0.499
C: 3.3503 -6.4792 -2.5575  -0.569
C: -2.4200 -3.6839 2.7042  -0.432
H: 7.5075 -3.7372 -3.4082  0.430
H: -2.6193 5.7774 1.6817  0.415
C: 3.9273 -3.7926 -2.1142  -0.546
F: 8.7745 -3.8939 -8.4280  -0.318
C: 9.2768 -3.1849 -6.2451  -0.548
C: -0.4455 0.7426 1.8867  -1.229
C: -5.8968 5.1564 -1.6382  -0.377
H: 9.5685 -2.6205 -4.2026  0.365
H: -5.0524 5.0378 -2.3038  0.391
C: -6.1578 -1.6321 -0.5601  -0.589
C: 3.3588 -5.9680 -1.2673  -0.370
H: -5.0974 3.8325 -0.1340  0.420
C: -0.6340 1.8379 2.9375  -0.707
C: 6.9575 -4.4361 -5.3583  -0.041
H: 3.2351 -2.2005 1.7495  -0.016
H: -5.0107 -3.4465 -0.5031  0.392
C: -0.9025 7.5346 -1.2963  -0.304
H: -1.5183 -4.4221 0.9202  0.452
H: -1.5059 -0.7735 4.1177  0.252
H: 10.1752 -2.7099 -6.6149  0.411

Here is a structure of composition C43H43Cl3IrN4OP2S in a non-equilibrium geometry from the OMol25 dataset. Energies are from ωB97M-V/def2-TZVPD.

total charge	+1
HOMO energy (alpha / beta)	-9.270 / -9.271	eV

Each line ends with the Mulliken charge.
Atoms and positions in Å:
H: 2.6982 -0.2430 -2.6487  0.411
C: 1.0565 -3.9878 1.2431  -0.096
C: -4.3728 0.8440 3.4926  0.272
C: -1.6101 7.0227 2.7638  -0.355
C: -0.4563 -2.6116 2.5142  0.152
H: -0.6609 -3.1110 4.5835  0.467
C: -0.2115 3.6210 0.2878  -0.951
H: -1.2761 3.6124 0.5158  -0.348
C: 0.1520 -2.9128 1.2885  -0.739
H: 2.1868 -0.7616 4.9200  0.492
H: 0.9366 -4.9951 4.4717  0.435
H: -3.6476 -0.4463 5.0461  0.691
H: 3.8904 1.8791 -0.4291  0.655
C: 0.7150 -4.4156 3.5866  -0.716
Cl: -3.6894 5.2177 -0.3124  -0.193
C: 0.1808 0.4652 2.2957  -0.758
C: -0.1771 -3.3548 3.6465  -0.731
H: -0.9436 -4.1933 -4.6032  0.413
Cl: -7.7259 3.0279 3.4748  -0.205
H: -1.1735 -1.8031 2.5502  0.382
C: -4.3913 -0.7237 0.5640  -0.834
N: -0.1099 -2.1408 0.1612  0.239
H: -2.7941 1.9388 -0.2767  0.407
C: -5.4442 1.5681 0.5324  -1.462
H: 0.0595 4.5730 -0.1701  0.614
C: -0.7827 -3.7754 -3.6199  -0.613
H: -6.3615 1.0042 0.6945  0.457
H: 3.2356 -0.4035 2.0192  0.197
H: -5.2868 -1.2412 0.8551  0.444
S: -2.0114 7.2132 1.1081  -0.168
Ir: -0.0347 0.0421 0.3198  2.725
C: 2.8299 1.7368 -0.2068  -1.207
H: 4.5816 -0.3523 0.8452  0.518
C: -0.7749 0.6933 5.7034  -0.423
C: -0.7727 0.4871 7.0674  -0.798
Cl: -5.5217 -0.1637 7.1646  -0.199
C: -0.3255 -2.4731 -3.4818  -1.183
C: 1.3305 -4.7228 2.3799  -0.773
H: 0.2584 -0.9204 -2.1140  0.207
H: 4.2598 -0.2703 -1.7948  0.494
C: 3.2275 -0.6168 -1.7731  -1.609
P: 2.4210 -0.0623 -0.2236  0.814
H: 2.1520 2.1599 -2.2149  0.468
P: 0.1631 2.2283 -0.8351  0.662
H: 2.6401 2.0882 0.8113  0.283
C: -2.1007 5.8704 3.2779  -1.258
H: 2.1960 -1.1332 7.3713  0.495
H: -3.5309 0.6467 2.8415  0.561
C: -0.8306 -4.0111 -1.2229  -0.582
C: 1.3716 -0.6207 6.8951  -0.827
C: 0.3276 -0.3258 9.0876  -0.101
C: 1.3654 -0.4138 5.5310  -0.364
C: -3.1242 -1.1751 0.3717  -0.485
H: -1.5981 0.8255 7.6789  0.499
C: -5.3605 1.7312 3.0699  -0.534
C: 0.3047 -0.1640 7.6714  0.540
C: -0.1100 -1.9395 -2.2268  -0.077
H: -4.2588 3.9699 3.4311  0.713
H: -1.9725 5.5754 4.3087  0.432
C: 0.2948 0.2471 4.9175  0.409
C: 3.5707 -0.7136 1.0306  -1.243
C: -0.5914 2.8083 -2.3975  -1.416
H: -2.7395 -2.1749 0.4572  0.523
H: 3.5592 -1.8030 0.9880  0.396
H: -0.1293 -1.8795 -4.3652  0.431
H: 2.0347 -5.5423 2.3272  0.412
C: -5.1948 2.4735 1.7576  -0.145
H: 2.1643 3.5709 -1.1581  0.641
C: -2.8806 5.7148 1.1180  0.682
C: 1.9546 2.4999 -1.1942  -1.059
N: 0.3552 -0.4279 10.2313  -0.477
H: -1.6682 2.9123 -2.2693  0.367
H: 3.2109 -1.7057 -1.8131  0.439
H: -0.4065 2.0847 -3.1910  0.402
C: -3.1022 0.9431 -0.0183  -0.361
H: -0.1657 3.7701 -2.6784  0.459
C: -5.4757 0.5313 5.5878  0.190
H: 1.5551 -4.2180 0.3102  0.517
H: -5.5644 2.2008 -0.3488  0.329
H: -5.9291 3.2849 1.7095  0.923
C: -4.4232 0.2379 4.7334  -1.382
H: -1.4428 -5.5329 -2.5820  0.422
C: 0.2651 0.4084 3.5046  -0.080
H: -1.0694 -4.5920 -0.3431  0.478
H: -7.3097 1.6090 5.8549  0.470
H: -1.6002 1.2068 5.2275  0.731
H: -1.0411 7.7862 3.2649  0.479
N: -4.3666 0.6279 0.3123  0.203
N: -2.3240 -0.1223 0.0115  -0.286
H: 0.3311 3.4918 1.2243  0.373
C: -3.4387 3.7769 2.7315  -0.533
H: -2.6762 3.2005 3.2699  0.115
C: -0.3222 -2.7040 -1.0645  0.632
C: -6.4294 1.9724 3.9324  0.863
O: -3.8907 3.0123 1.6289  -0.053
C: -1.0509 -4.5299 -2.4817  -0.748
C: -2.8318 5.0927 2.3313  0.031
C: -6.4891 1.3872 5.1885  -0.677

Number 1: DFT total energy -231800.6814 eV. Number 2: DFT total energy -123109.6171 eV.